(1)
Entry from OMol25: a cluster of 2 separate species, C21H35Br2F2N3O10P2S2 in total at a distorted geometry (ωB97M-V with the def2-TZVPD basis set).

Output
SMILES ... CCCCO[C@@]1(P(O)(O)=S)[C@](COC)(N(C(=O)F)C(=O)F)[C@@H](/C(Br)=C(/C)Br)[C@](N=C(C)C)([PH2]=N)OS1(=O)=O.CC(C)=O
ΔE to the lowest compared entry with this formula, charge and spin ... 0.00 kcal per mole
Kohn-Sham gap ... 8.502 eV

```
77
C21H35Br2F2N3O10P2S2 ωB97M-V with the def2-TZVPD basis set
C -3.499 -4.855 -0.036
C -2.092 -4.395 -0.434
C -1.887 -2.886 -0.208
C -0.790 -2.716 0.854
O -0.365 -1.348 0.922
C 0.888 -0.974 0.498
P 1.712 -2.075 -0.798
O 2.800 -1.270 -1.639
O 0.599 -2.613 -1.837
S 2.574 -3.680 -0.110
C 0.690 0.539 0.075
C -0.352 0.546 -1.033
O 0.219 0.034 -2.216
C -0.668 0.177 -3.302
N 1.908 1.125 -0.539
C 1.737 2.308 -1.315
O 1.835 2.335 -2.508
F 1.543 3.472 -0.675
C 3.088 1.348 0.270
O 4.139 0.855 -0.004
F 3.037 2.230 1.289
C 0.117 1.437 1.277
C -1.347 1.815 1.212
Br -2.780 0.519 1.225
C -1.789 3.062 1.179
C -3.242 3.448 1.128
Br -0.644 4.592 1.206
C 0.480 0.949 2.725
N -0.635 0.344 3.387
C -0.457 -0.444 4.373
C 0.466 -0.281 5.553
C -1.337 -1.666 4.434
P 0.795 2.566 3.743
N -0.531 3.176 4.339
O 1.733 0.276 2.840
S 1.921 -1.119 2.056
O 1.502 -2.240 2.821
O 3.303 -1.174 1.751
H -3.635 -5.917 -0.224
H -3.629 -4.707 1.035
H -4.266 -4.290 -0.559
H -1.894 -4.715 -1.455
H -1.410 -4.960 0.203
H -2.824 -2.499 0.188
H -1.659 -2.339 -1.117
H -0.024 -3.483 0.799
H -1.309 -2.916 1.790
H 3.197 -1.895 -2.256
H 1.026 -3.349 -2.292
H -0.732 1.552 -1.254
H -1.211 -0.083 -0.816
H -0.942 1.226 -3.439
H -0.154 -0.149 -4.199
H -1.543 -0.466 -3.177
H 0.679 2.357 1.164
H -3.695 3.046 2.031
H -3.347 4.524 1.194
H -3.713 3.096 0.218
H 1.518 -0.240 5.284
H 0.224 0.684 6.001
H 0.255 -1.028 6.308
H -0.739 -2.569 4.456
H -1.909 -1.592 5.365
H -2.064 -1.621 3.632
H 1.452 3.489 2.898
H 1.753 2.220 4.726
H -0.422 3.177 5.349
C 1.325 3.020 -7.179
C 1.193 1.617 -6.639
C 2.182 1.192 -5.585
O 0.330 0.867 -7.034
H 0.553 3.193 -7.926
H 1.203 3.743 -6.371
H 2.303 3.151 -7.644
H 2.091 1.836 -4.711
H 3.197 1.243 -5.981
H 1.972 0.167 -5.287
```



(2)
Entry from OMol25: a cluster of 6 separate species, C21H35FO5 in total at a distorted geometry (ωB97M-V with the def2-TZVPD basis set).

Output
Net charge ... +1
Multiplicity ... 2
ΔE to the lowest compared entry with this formula, charge and spin ... 0.00 kcal per mole
<S²> ... 0.767
Kohn-Sham gap (alpha / beta) ... 6.460 / 1.814 eV

```
62
C21H35FO5 ωB97M-V with the def2-TZVPD basis set
F -4.574 -1.664 3.063
C -4.818 -0.475 2.438
C -5.394 0.602 3.071
C -5.525 1.832 2.386
C -5.224 1.930 1.053
C -4.666 0.852 0.388
C -4.440 -0.331 1.108
H -5.566 0.516 4.133
H -5.845 2.717 2.916
H -5.322 2.907 0.603
H -4.334 0.956 -0.634
H -3.987 -1.168 0.598
C 0.519 -2.554 -3.534
C 1.611 -3.543 -3.705
O 1.995 -4.278 -2.772
C 1.980 -3.968 -5.084
H 0.861 -1.535 -3.713
H 0.235 -2.540 -2.482
H -0.260 -2.908 -4.209
H 2.162 -3.158 -5.791
H 1.190 -4.564 -5.540
H 2.873 -4.592 -5.136
C 1.495 -3.856 3.279
C 0.949 -2.460 3.105
O -0.241 -2.182 3.385
C 1.864 -1.419 2.544
H 1.959 -4.183 2.349
H 0.755 -4.523 3.722
H 2.249 -3.881 4.066
H 1.557 -0.418 2.848
H 1.978 -1.495 1.463
H 2.844 -1.423 3.021
C 3.538 1.204 -3.319
C 4.184 2.004 -4.441
O 4.726 1.492 -5.424
C 4.179 3.474 -4.206
H 4.352 1.039 -2.613
H 3.278 0.211 -3.685
H 2.734 1.835 -2.940
H 4.147 4.021 -5.148
H 5.095 3.726 -3.673
H 3.246 3.688 -3.683
C -1.667 1.484 3.575
C -1.232 2.510 2.493
O -1.566 2.441 1.306
C -0.547 3.810 3.014
H -2.739 1.332 3.449
H -1.469 1.844 4.585
H -1.149 0.534 3.441
H 0.441 3.569 3.404
H -1.119 4.116 3.890
H -0.595 4.527 2.194
C -0.494 -0.844 0.088
C 0.658 -0.055 -0.480
O 1.314 -0.599 -1.348
C 0.963 1.356 -0.095
H -0.449 -0.772 1.174
H -0.553 -1.884 -0.236
H -1.423 -0.322 -0.143
H 0.439 2.075 -0.724
H 2.011 1.479 -0.370
H 0.818 1.510 0.975
```



(3)
Entry from OMol25: a structure of composition C21H35FOsP2 at a distorted geometry (ωB97M-V with the def2-TZVPD basis set).

Output
Net charge ... +2
Multiplicity ... 5
ΔE to the lowest compared entry with this formula, charge and spin ... 21.24 kcal per mole
<S²> ... 6.010
Kohn-Sham gap (alpha / beta) ... 7.002 / 5.955 eV

```
60
C21H35FOsP2 ωB97M-V with the def2-TZVPD basis set
P 0.607 2.404 -1.527
P 1.973 -1.940 -1.577
C 1.097 0.355 -3.731
C 1.079 -1.037 -3.068
H 1.107 0.177 -4.835
H 0.219 0.978 -3.472
H 0.019 -1.182 -2.795
H 1.373 -1.717 -3.895
C 3.587 -2.128 -0.729
H 3.528 -3.015 -0.067
H 3.843 -1.252 -0.110
H 4.391 -2.303 -1.461
C 1.747 -3.611 -2.218
H 2.663 -3.908 -2.745
H 0.900 -3.650 -2.911
H 1.575 -4.295 -1.379
C 1.307 3.910 -0.852
H 0.550 4.470 -0.300
H 1.708 4.530 -1.653
H 2.127 3.646 -0.183
C -0.817 2.982 -2.532
H -1.578 2.197 -2.622
H -0.496 3.265 -3.541
H -1.272 3.856 -2.048
Os 2.705 1.322 -2.911
C 3.654 0.193 -4.321
C 4.435 0.288 -3.094
C 5.601 1.218 -3.048
C 5.197 2.659 -3.399
C 3.739 2.991 -3.154
C 2.712 2.854 -4.188
C 3.122 2.379 -5.551
C 3.901 1.039 -5.555
C -0.173 1.506 -0.143
H 3.276 -0.810 -4.558
H 4.487 -0.615 -2.489
H 6.405 0.853 -3.702
H 6.013 1.231 -2.033
H 5.796 3.324 -2.761
H 5.472 2.906 -4.424
H 3.566 3.735 -2.363
H 1.847 3.529 -4.118
H 3.719 3.154 -6.059
H 2.217 2.246 -6.156
H 3.550 0.462 -6.427
H 4.975 1.213 -5.691
H -1.060 0.959 -0.498
H -0.473 2.223 0.636
H 0.523 0.774 0.284
F -1.643 -2.851 3.043
C -0.852 -2.460 1.993
C -1.362 -2.561 0.702
C -0.499 -2.299 -0.362
C 0.831 -1.896 -0.143
C 1.258 -1.689 1.187
C 0.430 -1.997 2.271
H -2.387 -2.892 0.522
H -0.884 -2.426 -1.376
H 2.273 -1.347 1.391
H 0.775 -1.870 3.301
```